Entry 1:
{"formula": "C48H89ClF5N8O4PS", "method": "ωB97M-V/def2-TZVPD", "elements": ["N", "C", "N", "N", "C", "C", "C", "C", "C", "C", "C", "C", "F", "F", "C", "F", "F", "F", "C", "O", "C", "C", "C", "C", "Cl", "C", "P", "O", "O", "S", "C", "C", "O", "H", "H", "H", "H", "H", "H", "H", "H", "H", "H", "H", "H", "H", "H", "C", "C", "N", "C", "C", "C", "C", "H", "H", "H", "H", "H", "H", "H", "H", "H", "H", "H", "H", "H", "H", "H", "C", "C", "N", "C", "C", "C", "C", "H", "H", "H", "H", "H", "H", "H", "H", "H", "H", "H", "H", "H", "H", "H", "C", "C", "N", "C", "C", "C", "C", "H", "H", "H", "H", "H", "H", "H", "H", "H", "H", "H", "H", "H", "H", "H", "C", "C", "N", "C", "C", "C", "C", "H", "H", "H", "H", "H", "H", "H", "H", "H", "H", "H", "H", "H", "H", "H", "C", "C", "N", "C", "C", "C", "C", "H", "H", "H", "H", "H", "H", "H", "H", "H", "H", "H", "H", "H", "H", "H"], "xyz": [[-1.818, 0.286, 5.699], [-2.628, 0.523, 4.492], [-1.977, 1.537, 3.661], [-3.961, 0.943, 4.880], [-2.682, -0.821, 3.735], [-3.170, -0.762, 2.307], [-2.244, -0.363, 1.345], [-2.580, -0.255, 0.010], [-3.873, -0.556, -0.401], [-4.802, -0.992, 0.524], [-4.458, -1.098, 1.866], [-5.539, -1.663, 2.760], [-6.768, -1.278, 2.307], [-5.444, -1.241, 4.044], [-5.547, -3.224, 2.801], [-6.767, -3.680, 3.101], [-5.183, -3.748, 1.619], [-4.682, -3.657, 3.731], [-4.226, -0.430, -1.827], [-5.241, -0.898, -2.294], [-3.278, 0.344, -2.693], [-3.763, 0.737, -3.937], [-2.956, 1.451, -4.781], [-1.661, 1.780, -4.395], [-0.809, 2.681, -5.607], [-1.123, 1.395, -3.155], [0.605, 1.765, -2.670], [0.381, 2.464, -1.257], [1.094, 3.054, -3.473], [1.813, 0.279, -2.863], [-1.976, 0.658, -2.302], [-1.528, 0.154, -0.965], [-0.360, 0.057, -0.672], [-2.445, -0.058, 6.423], [-1.538, 1.204, 6.036], [-0.971, 1.516, 3.765], [-2.326, 2.455, 3.896], [-4.555, 1.138, 4.083], [-3.913, 1.764, 5.470], [-1.647, -1.159, 3.714], [-3.236, -1.541, 4.329], [-1.234, -0.125, 1.635], [-5.793, -1.250, 0.184], [-4.773, 0.471, -4.210], [-3.314, 1.762, -5.751], [1.238, 2.711, -0.885], [1.529, 2.775, -4.290], [0.771, -5.115, -5.850], [0.185, -3.751, -6.178], [1.182, -2.700, -6.222], [0.613, -1.366, -6.246], [-0.217, -0.947, -7.470], [2.298, -2.933, -7.119], [1.991, -3.152, -8.608], [1.326, -5.085, -4.912], [-0.035, -5.844, -5.745], [1.436, -5.477, -6.633], [-0.531, -3.482, -5.395], [-0.397, -3.830, -7.112], [1.425, -0.647, -6.107], [-0.012, -1.269, -5.352], [0.410, -0.733, -8.335], [-0.761, -0.029, -7.234], [-0.954, -1.697, -7.763], [2.850, -3.801, -6.752], [2.987, -2.092, -7.010], [1.146, -3.826, -8.756], [2.856, -3.602, -9.101], [1.776, -2.219, -9.128], [-2.285, 1.744, 10.809], [-2.046, 0.251, 10.645], [-0.936, -0.057, 9.760], [-0.872, -1.457, 9.379], [-0.605, -2.500, 10.472], [0.330, 0.568, 10.103], [0.927, 0.284, 11.489], [-2.424, 2.223, 9.839], [-3.183, 1.908, 11.405], [-1.461, 2.240, 11.322], [-2.939, -0.199, 10.204], [-1.936, -0.200, 11.645], [-0.118, -1.558, 8.594], [-1.826, -1.700, 8.900], [0.436, -2.501, 10.791], [-0.826, -3.496, 10.086], [-1.233, -2.343, 11.349], [0.207, 1.649, 10.000], [1.054, 0.291, 9.333], [0.173, 0.335, 12.275], [1.689, 1.032, 11.719], [1.407, -0.692, 11.541], [2.170, 4.560, 9.484], [3.495, 4.652, 8.742], [4.597, 4.041, 9.462], [5.899, 4.356, 8.904], [6.227, 3.847, 7.494], [4.390, 2.660, 9.862], [4.088, 1.630, 8.765], [2.257, 4.984, 10.485], [1.405, 5.116, 8.940], [1.819, 3.530, 9.575], [3.747, 5.708, 8.608], [3.360, 4.237, 7.729], [6.659, 3.992, 9.600], [5.992, 5.446, 8.906], [6.434, 2.777, 7.482], [7.119, 4.352, 7.121], [5.419, 4.047, 6.790], [3.568, 2.641, 10.582], [5.270, 2.344, 10.428], [3.364, 2.006, 8.042], [3.660, 0.734, 9.220], [4.982, 1.321, 8.225], [1.916, -10.857, -8.738], [1.295, -9.517, -9.100], [2.264, -8.438, -9.168], [1.658, -7.122, -9.234], [0.824, -6.767, -10.473], [3.395, -8.664, -10.052], [3.108, -8.947, -11.533], [2.476, -10.784, -7.805], [1.130, -11.602, -8.609], [2.587, -11.225, -9.515], [0.573, -9.247, -8.324], [0.717, -9.635, -10.031], [2.448, -6.375, -9.114], [1.017, -7.014, -8.354], [1.447, -6.564, -11.343], [0.244, -5.862, -10.276], [0.119, -7.557, -10.731], [3.972, -9.500, -9.650], [4.054, -7.796, -9.968], [2.289, -9.657, -11.658], [3.992, -9.383, -12.001], [2.860, -8.043, -12.088], [-1.747, 9.472, -5.376], [-1.678, 8.094, -4.735], [-0.321, 7.602, -4.581], [-0.255, 6.193, -4.234], [-0.827, 5.759, -2.879], [0.587, 8.478, -3.862], [0.214, 8.883, -2.428], [-1.225, 9.480, -6.333], [-2.789, 9.743, -5.551], [-1.313, 10.244, -4.740], [-2.203, 7.384, -5.381], [-2.238, 8.118, -3.786], [0.788, 5.872, -4.304], [-0.787, 5.644, -5.016], [-0.173, 6.027, -2.050], [-0.938, 4.674, -2.860], [-1.811, 6.193, -2.695], [0.712, 9.389, -4.452], [1.570, 8.001, -3.862], [-0.839, 9.158, -2.346], [0.803, 9.751, -2.127], [0.413, 8.090, -1.709]], "lowdin_charge": [0.0817, -0.6671, 0.0916, 0.0852, -0.0751, -0.1038, 0.0560, -0.0524, -0.0695, 0.0726, -0.0476, -0.3787, 0.1171, 0.1154, -0.5236, 0.1737, 0.1701, 0.1665, -0.2754, 0.1216, -0.0650, 0.0160, -0.0894, -0.5911, 0.7602, -0.1989, 0.1767, -0.1713, -0.2587, 0.3453, -0.0547, -0.2644, 0.0647, 0.0747, 0.0686, 0.0831, 0.0722, 0.0801, 0.0785, 0.1240, 0.1095, 0.1261, 0.1383, 0.1276, 0.1082, 0.0963, 0.0471, -0.0867, -0.2706, -0.1947, -0.2607, -0.0785, -0.2396, -0.0801, 0.0820, 0.0742, 0.0442, 0.1174, 0.1013, 0.0986, 0.0966, 0.0567, 0.0442, 0.0675, 0.1012, 0.1152, 0.0554, 0.0692, 0.0545, -0.0896, -0.2755, -0.2011, -0.2551, -0.0829, -0.2505, -0.0726, 0.0755, 0.0730, 0.0643, 0.1168, 0.1020, 0.1118, 0.1052, 0.0562, 0.0709, 0.0661, 0.0885, 0.1064, 0.0685, 0.0625, 0.0573, -0.0858, -0.2735, -0.2019, -0.2508, -0.0857, -0.2442, -0.0784, 0.0820, 0.0735, 0.0462, 0.1170, 0.1011, 0.1111, 0.1089, 0.0552, 0.0695, 0.0649, 0.0911, 0.1156, 0.0679, 0.0623, 0.0557, -0.0916, -0.2753, -0.1984, -0.2550, -0.0783, -0.2468, -0.0818, 0.0798, 0.0721, 0.0633, 0.1173, 0.1013, 0.1044, 0.0971, 0.0570, 0.0633, 0.0665, 0.0996, 0.1140, 0.0659, 0.0705, 0.0539, -0.0919, -0.2768, -0.2003, -0.2539, -0.0748, -0.2470, -0.0823, 0.0795, 0.0719, 0.0633, 0.1168, 0.1008, 0.1076, 0.0844, 0.0607, 0.0428, 0.0692, 0.0993, 0.1139, 0.0658, 0.0703, 0.0533], "charge": 0, "homo_lumo_gap_ev": 6.6, "fmax_ha_per_bohr": 0.0166, "molar_mass_da": 1035.8, "smiles": "NC(N)(N)Cc1cc2c(cc1C(F)(F)C(F)(F)F)C(=O)c1ccc(Cl)c(P(O)(O)=S)c1C2=O.CCN(CC)CC.CCN(CC)CC.CCN(CC)CC.CCN(CC)CC.CCN(CC)CC"}

Entry 2:
{"formula": "C48H92B4F16N8O8", "method": "ωB97M-V/def2-TZVPD", "elements": ["C", "O", "C", "C", "N", "H", "H", "C", "C", "O", "C", "H", "H", "H", "H", "H", "H", "H", "H", "H", "H", "H", "H", "H", "H", "C", "O", "C", "C", "N", "H", "H", "C", "C", "O", "C", "H", "H", "H", "H", "H", "H", "H", "H", "H", "H", "H", "H", "H", "H", "C", "O", "C", "C", "N", "H", "H", "C", "C", "O", "C", "H", "H", "H", "H", "H", "H", "H", "H", "H", "H", "H", "H", "H", "H", "C", "O", "C", "C", "N", "H", "H", "C", "C", "O", "C", "H", "H", "H", "H", "H", "H", "H", "H", "H", "H", "H", "H", "H", "H", "C", "N", "C", "C", "C", "C", "C", "C", "C", "C", "N", "C", "C", "C", "H", "H", "H", "H", "H", "H", "H", "H", "H", "H", "H", "H", "H", "H", "C", "N", "C", "C", "C", "C", "C", "C", "C", "C", "N", "C", "C", "C", "H", "H", "H", "H", "H", "H", "H", "H", "H", "H", "H", "H", "H", "H", "B", "F", "F", "F", "F", "B", "F", "F", "F", "F", "B", "F", "F", "F", "F", "B", "F", "F", "F", "F"], "xyz": [[0.444, 5.314, -9.140], [0.877, 5.184, -7.726], [0.758, 3.844, -7.226], [1.421, 3.821, -5.910], [1.100, 5.122, -5.199], [0.971, 5.860, -5.924], [0.249, 5.051, -4.604], [2.194, 5.552, -4.289], [1.877, 6.809, -3.588], [1.417, 7.644, -4.725], [0.974, 9.006, -4.468], [1.049, 4.618, -9.719], [0.540, 6.365, -9.497], [-0.541, 4.964, -9.212], [1.210, 3.049, -7.895], [-0.322, 3.593, -7.071], [2.479, 3.855, -6.106], [1.196, 3.015, -5.271], [3.123, 5.740, -4.859], [2.404, 4.673, -3.619], [2.775, 7.246, -3.066], [1.174, 6.776, -2.733], [1.807, 9.645, -4.252], [0.217, 9.002, -3.659], [0.508, 9.296, -5.408], [-5.879, -3.741, 0.750], [-7.038, -2.916, 0.934], [-7.027, -2.213, 2.115], [-8.551, -1.911, 2.388], [-9.357, -3.037, 1.757], [-10.348, -2.765, 1.869], [-9.188, -3.045, 0.786], [-9.132, -4.403, 2.361], [-9.982, -5.464, 1.738], [-11.336, -5.020, 1.788], [-12.267, -5.808, 1.126], [-5.001, -3.230, 1.121], [-5.805, -3.940, -0.310], [-6.131, -4.701, 1.273], [-6.387, -1.367, 2.155], [-6.770, -2.819, 3.022], [-8.827, -0.907, 2.059], [-8.713, -1.875, 3.409], [-9.321, -4.291, 3.421], [-8.082, -4.577, 2.324], [-9.878, -6.388, 2.437], [-9.692, -5.713, 0.716], [-12.090, -6.842, 1.372], [-12.361, -5.585, 0.050], [-13.233, -5.647, 1.596], [-2.997, 1.460, 0.571], [-3.410, 2.553, 1.384], [-4.653, 2.408, 1.940], [-4.997, 3.638, 2.731], [-5.101, 4.802, 1.772], [-4.197, 5.079, 1.371], [-5.615, 4.444, 0.998], [-5.712, 6.080, 2.343], [-4.920, 6.527, 3.526], [-5.201, 5.699, 4.610], [-5.115, 6.294, 5.885], [-2.671, 0.613, 1.263], [-2.322, 1.734, -0.212], [-3.797, 0.905, 0.079], [-4.721, 1.503, 2.636], [-5.465, 2.156, 1.183], [-4.270, 3.821, 3.486], [-5.935, 3.608, 3.315], [-6.686, 5.872, 2.760], [-5.812, 6.796, 1.546], [-5.205, 7.544, 3.658], [-3.846, 6.429, 3.445], [-5.141, 5.508, 6.588], [-5.983, 6.953, 6.085], [-4.208, 6.880, 5.951], [7.789, 0.784, -2.912], [6.396, 0.679, -2.984], [6.017, -0.670, -2.661], [4.646, -0.935, -3.096], [3.613, -0.389, -2.104], [3.003, -1.149, -1.812], [4.009, 0.037, -1.235], [2.887, 0.788, -2.721], [1.779, 0.370, -3.580], [2.227, 0.063, -4.856], [1.179, 0.000, -5.777], [8.040, 1.795, -2.810], [8.294, 0.403, -3.808], [8.272, 0.244, -2.061], [6.145, -0.782, -1.582], [6.704, -1.491, -3.037], [4.577, -2.033, -3.218], [4.461, -0.528, -4.090], [3.655, 1.500, -3.100], [2.328, 1.354, -1.932], [0.961, 1.171, -3.577], [1.344, -0.551, -3.055], [1.703, -0.109, -6.746], [0.477, 0.848, -5.876], [0.512, -0.872, -5.613], [0.344, 1.592, 2.059], [1.474, 1.773, 3.053], [2.542, 2.438, 2.586], [3.602, 2.712, 3.447], [3.582, 2.176, 4.704], [2.379, 1.623, 5.199], [1.354, 1.344, 4.306], [4.869, 2.203, 5.491], [4.940, 2.650, 6.783], [6.180, 2.767, 7.354], [7.320, 2.502, 6.673], [7.270, 2.070, 5.357], [6.045, 1.852, 4.778], [8.575, 2.619, 7.381], [-0.092, 2.622, 1.989], [-0.344, 0.944, 2.531], [0.710, 1.133, 1.136], [2.464, 2.734, 1.499], [4.450, 3.295, 3.104], [2.327, 1.320, 6.199], [0.481, 0.780, 4.601], [4.094, 2.959, 7.364], [6.190, 3.220, 8.273], [8.257, 1.844, 4.931], [6.097, 1.494, 3.758], [9.413, 2.577, 6.675], [8.612, 1.827, 8.138], [8.621, 3.566, 7.919], [-1.016, -4.271, 1.217], [0.107, -5.028, 0.675], [0.022, -5.276, -0.657], [0.818, -6.200, -1.286], [1.780, -6.920, -0.529], [1.844, -6.615, 0.843], [0.948, -5.720, 1.425], [2.764, -7.909, -1.074], [4.170, -7.746, -0.914], [5.030, -8.685, -1.468], [4.583, -9.795, -2.133], [3.259, -9.921, -2.265], [2.366, -9.058, -1.714], [5.487, -10.873, -2.686], [-1.237, -3.411, 0.567], [-0.777, -3.925, 2.205], [-1.867, -4.922, 1.345], [-0.554, -4.471, -1.186], [0.651, -6.410, -2.320], [2.556, -7.136, 1.448], [0.873, -5.518, 2.494], [4.615, -6.807, -0.492], [6.091, -8.541, -1.440], [2.973, -10.905, -2.710], [1.286, -9.254, -1.852], [5.478, -10.731, -3.760], [5.079, -11.812, -2.398], [6.527, -10.734, -2.322], [-0.476, 3.461, -2.639], [0.903, 3.142, -2.344], [-0.600, 4.800, -3.101], [-0.890, 2.433, -3.499], [-1.214, 3.372, -1.432], [3.726, -3.934, -1.097], [3.462, -4.954, -2.039], [4.949, -3.285, -1.392], [2.673, -3.058, -1.166], [3.664, -4.495, 0.202], [4.535, 0.299, 1.231], [3.544, -0.352, 2.103], [5.316, 1.118, 2.103], [5.343, -0.632, 0.606], [3.833, 1.002, 0.170], [-3.019, -1.520, 2.880], [-1.849, -0.745, 3.002], [-3.162, -2.274, 4.063], [-4.113, -0.673, 2.588], [-2.789, -2.426, 1.698]], "lowdin_charge": [-0.0143, -0.2153, -0.2148, -0.0928, 0.0672, 0.1594, 0.1468, -0.1375, -0.1745, -0.2210, -0.0505, 0.0886, 0.1131, 0.0650, 0.1547, 0.1461, 0.1368, 0.0994, 0.1508, 0.1452, 0.1441, 0.1264, 0.0797, 0.0962, 0.0922, -0.0276, -0.2171, -0.2065, -0.0414, 0.0791, 0.1893, 0.1522, -0.0888, -0.1833, -0.1990, -0.0996, 0.0762, 0.0938, 0.1049, 0.1056, 0.1458, 0.1357, 0.1034, 0.1469, 0.1040, 0.1740, 0.1357, 0.0904, 0.1065, 0.0987, -0.0658, -0.1584, -0.2675, -0.0902, 0.0898, 0.1877, 0.1590, -0.0586, -0.2264, -0.2172, -0.0595, 0.0893, 0.0696, 0.0927, 0.1444, 0.1491, 0.1227, 0.1528, 0.1435, 0.1401, 0.1327, 0.1402, 0.0826, 0.1112, 0.0941, -0.1243, -0.1642, -0.2287, -0.0916, 0.1092, 0.1345, 0.1250, -0.1228, -0.2517, -0.1703, -0.1126, 0.0675, 0.0973, 0.1056, 0.1141, 0.1581, 0.1359, 0.1315, 0.1604, 0.1246, 0.1217, 0.1589, 0.1049, 0.0817, 0.1000, 0.0693, -0.0683, 0.0122, 0.0307, -0.1141, 0.0730, 0.0222, -0.0923, 0.0456, 0.0222, -0.0782, 0.0621, 0.0692, 0.0210, 0.1323, 0.0530, 0.1177, 0.1772, 0.1472, 0.1138, 0.1544, 0.1393, 0.1292, 0.1599, 0.1159, 0.1137, 0.1241, 0.1154, 0.0120, -0.0738, 0.0084, 0.0591, -0.1072, 0.0561, 0.0259, -0.1118, 0.0732, 0.0356, -0.0678, -0.0143, 0.0265, 0.0653, 0.1076, 0.1037, 0.1159, 0.1713, 0.1335, 0.1339, 0.1614, 0.1549, 0.1440, 0.1717, 0.1539, 0.1115, 0.0948, 0.1207, -1.1723, 0.0515, 0.0992, 0.1071, 0.0825, -1.2686, 0.0981, 0.1148, 0.1290, 0.0980, -1.1054, 0.0441, 0.0722, 0.1540, 0.0576, -1.1372, 0.0808, 0.1044, 0.0849, -0.0214], "charge": 4, "homo_lumo_gap_ev": 6.8, "fmax_ha_per_bohr": 0.0660, "molar_mass_da": 1256.5, "relative_energy_kcal_mol": 0.0}

Which formula does entry 2 have? C48H92B4F16N8O8